Entry 1:
133
Properties=species:S:1:pos:R:3:lowdin_spin:R:1 method="wB97M-V/def2-TZVPD" e_homo_ha="-0.027 / -0.024" total_charge=-2 lumo_ev="3.64 / 3.64" homo_lumo_gap_ev="4.383 / 4.300" multiplicity=3
C 2.6337 2.7627 6.5261 0.00
Ni 0.1723 2.3082 -2.8113 1.56
H -4.9451 -2.3232 1.3422 0.00
H 1.3838 -1.0325 0.0675 0.00
C 3.3241 -2.6614 -1.3102 0.00
O 1.3248 3.0140 0.5957 0.01
C -3.2015 -0.8193 2.4226 0.00
H 3.1953 -3.5945 -3.3510 0.00
H -1.5492 2.2009 1.2973 0.00
C -1.9697 -1.1691 -4.4154 0.00
H -6.3555 1.7890 0.7651 0.00
H -3.6803 0.4845 4.1045 0.00
O 3.7413 3.8860 -3.6985 0.01
H 1.3936 5.1142 5.6749 0.00
H -0.2905 2.0093 -7.5991 0.00
C 1.4355 2.9285 5.5635 0.00
C -0.4768 1.0780 -7.0642 0.00
O 1.1518 -1.4122 -0.7831 0.00
H 2.6437 -1.3157 3.8954 0.00
O 2.0361 1.0416 0.4785 0.00
O 0.4009 1.7166 -0.8072 0.01
C -2.0365 0.6665 -6.9096 0.00
H 0.9128 -4.5900 -2.4656 0.00
H -0.5446 -4.5506 0.9577 0.00
C 3.3223 -2.6107 -2.8994 0.00
C 1.2364 -0.6800 -6.1328 0.00
H 3.5120 0.0453 3.2448 0.00
H 2.2361 1.4119 -5.2325 0.00
C 0.1441 2.8625 6.3412 0.00
C 3.1518 0.3618 5.8065 0.00
H -2.6137 1.1760 -7.6812 0.00
C -2.4012 1.5999 1.6151 0.00
H 0.0019 1.8424 6.6980 0.00
H -4.4266 -1.1128 4.0949 0.00
C 4.0199 -1.3723 -0.6725 0.00
H 1.4151 -5.9975 -0.1248 0.00
H 4.9191 -1.2214 -1.2697 0.00
H 2.0015 -1.0183 -5.4341 0.00
H 2.3011 0.9178 7.7927 0.00
O -5.3720 -1.5802 1.7750 0.00
O -0.6479 5.7935 -2.6301 0.05
H -6.1550 -0.5801 -0.2889 0.00
O -0.4314 3.9620 -3.8506 0.09
H 2.5229 -1.9270 -3.1848 0.00
H -0.3808 -3.6416 -1.9954 0.00
C -2.4155 0.7205 -2.9962 0.01
H 4.0316 -5.9930 -0.3816 0.00
H 0.5676 -3.4459 1.7819 0.00
H 1.1048 4.4231 4.0444 0.00
H 0.6191 -0.3102 6.3609 0.00
C -2.0542 0.1010 1.8511 0.00
H -5.1763 2.1976 2.1096 0.00
C -3.4853 -0.5788 3.9650 0.00
H -2.8199 2.0429 2.5187 0.00
O 0.7691 2.0254 3.4305 0.00
H -1.4292 -1.6132 -3.5795 0.00
C 3.3935 -5.2175 -0.8054 0.00
H -1.8712 -0.3456 0.8738 0.00
C -4.7553 0.5217 0.8110 0.00
O 3.0294 4.3781 -1.8252 0.00
H -2.8347 1.1087 -0.4354 0.00
C 2.0478 -5.1283 0.0546 0.00
H -0.0057 3.5959 7.1335 0.00
H 3.0488 -5.3039 -1.8358 0.00
C 1.4691 1.8821 -5.8479 0.00
H 1.7789 2.2125 -6.8393 0.00
C -2.5308 1.0331 -5.5458 0.00
H -0.3549 -0.0094 5.0046 0.00
C 1.1735 -3.9859 -0.4199 0.00
H 2.6987 4.5619 4.5670 0.00
C 2.5130 -0.3087 3.4993 0.00
H -0.2401 -5.2418 -1.1415 0.00
H -0.5018 -2.9385 0.6280 0.00
C 0.2883 -4.4018 -1.5923 0.00
H 1.2762 2.3639 2.6890 0.00
H -1.9134 1.5874 -2.5666 0.00
C 1.7009 4.3562 4.9545 0.00
H 4.1508 -1.3180 0.4082 0.00
C -3.3806 1.4575 0.4412 0.00
O 0.4505 0.3617 -3.4659 0.01
H 1.1105 2.7195 -5.2494 0.00
H 1.6382 -0.6573 -7.1458 0.00
H -3.4765 0.9141 -3.1539 0.00
C 0.6451 -0.3508 5.2720 0.00
C 1.9606 0.4869 4.7246 0.00
H -2.6311 -0.7981 4.6057 0.00
H -4.6320 -0.4963 -1.1574 0.00
C -1.7946 0.3005 -4.3676 0.00
N 1.2890 1.8695 0.0516 0.00
H -1.5287 -1.5037 -5.3544 0.00
H -2.9824 -2.7967 1.4746 0.00
C 0.1912 -3.7603 0.8084 0.00
O -0.5573 4.0228 -1.8742 0.22
C 2.9415 1.3231 7.0093 0.00
C -0.8367 4.6447 -2.9079 0.01
H 3.8450 1.3521 7.6183 0.00
N 1.9384 -2.7213 -0.6998 0.00
H -0.1623 0.3448 -7.8068 0.00
H 4.3178 -2.2134 -3.0977 0.00
H 0.4718 -0.5981 -3.4590 0.00
H -3.2420 -2.8502 3.1841 0.00
N 2.9577 3.6767 -2.8022 0.00
C 0.4410 0.7322 -5.8265 0.00
N -4.3728 -0.6585 1.6023 0.00
H -6.4236 0.9423 2.1631 0.00
H 0.4989 -1.4796 -6.2016 0.00
H -1.6444 -2.3580 2.6035 0.00
C -5.3123 0.0707 -0.5220 0.00
C -5.6742 1.4192 1.5314 0.00
H 2.2685 -5.0411 1.1185 0.00
H 3.1728 -0.6500 6.2113 0.00
H 4.8276 -3.6874 -0.0010 0.00
H -1.0778 0.1280 2.3349 0.00
N 1.6787 1.9215 4.4411 0.00
H 1.8040 -0.2847 2.6717 0.00
H 3.3252 -0.5547 -0.8653 0.00
H -2.4169 -0.0717 -2.2475 0.00
H -5.8543 0.7533 -1.1764 0.00
H 2.5950 3.2818 7.4838 0.00
H -3.5907 0.7794 -5.5285 0.00
H -0.6129 3.1175 5.5995 0.00
H 3.5873 3.0654 6.0935 0.00
C -2.7147 -2.2981 2.4062 0.00
H -2.5368 2.1216 -5.4879 0.00
H 4.9315 -4.1666 -1.5936 0.00
H 4.1827 0.5006 5.4807 0.00
O 2.1841 2.7694 -2.7874 0.02
H -3.6560 2.4985 0.2726 0.00
H 0.9283 -1.3932 5.1261 0.00
N -0.3096 0.7386 -4.5170 0.00
C 4.1840 -3.8530 -0.8649 0.00
H -2.2457 -0.3804 -7.1296 0.00
H -3.0278 -1.4249 -4.3594 0.00

---

Entry 2:
134
Properties=species:S:1:pos:R:3:mulliken_charge:R:1 method="wB97M-V/def2-TZVPD" e_homo_ha=-0.326 lumo_ev=-0.66 homo_lumo_gap_ev=8.211 multiplicity=1
O 3.3167 -4.0393 -6.5933 -0.21
H 1.4553 -2.6283 -9.7125 0.25
H -6.8016 -0.7972 3.3821 0.42
H -3.2537 -6.9911 6.5607 0.38
C -5.0073 7.8897 -2.7812 -0.54
H -4.1139 -0.8367 1.2948 0.32
H -1.0370 -1.9861 -1.7446 0.38
C -6.8838 -2.9212 3.2154 -0.23
H 2.2735 -2.2569 -8.1829 0.24
H -5.1092 7.7194 -3.8575 0.36
C 3.4699 2.1897 0.6622 3.03
H 5.3296 -1.2340 -0.1487 0.53
H -0.5208 0.9755 0.3956 -0.08
H 1.7001 -2.2311 -0.9864 0.51
C -6.2131 -7.5441 9.4709 -0.70
H -4.3660 7.2552 -0.3692 0.35
H 6.9246 -1.9660 -1.8329 0.51
C 5.4597 0.8779 -0.4683 0.01
C -3.8714 6.6363 -1.1213 -0.67
H -1.8510 1.9879 1.8266 0.37
O 2.4497 1.1955 3.0306 -0.65
H -0.9271 1.3897 3.2202 0.10
Br -0.3096 5.1040 -1.7981 -0.20
H 3.5783 2.3849 -1.4720 0.22
N 4.9385 4.0648 0.7404 -0.17
H 3.9845 -1.7122 -1.5721 0.01
H -7.9652 -2.9052 3.0449 0.40
C 4.2816 -1.8441 -2.6069 -0.29
C 4.4260 -3.5664 -8.7008 -0.53
H 5.2555 -4.5124 -6.9796 0.35
H 6.9019 -0.5897 0.1637 0.48
H 5.0394 0.0702 -3.1031 0.43
O 2.2832 5.1892 3.2190 -0.49
H -3.0804 -1.8665 2.2928 0.17
H 1.3385 -4.1584 -6.1500 0.22
C 1.1158 -1.9297 -1.8520 -0.72
O 3.6542 3.6632 2.7076 -0.25
H -5.5004 -4.4544 6.3511 0.26
H 3.3975 0.3829 -0.4858 -1.35
C -1.7301 1.1595 2.5208 -0.73
H 4.0752 -5.5098 -7.8442 0.36
H 2.8518 -1.5325 -9.7081 0.32
C 1.9490 -0.9336 -2.6564 1.41
C -4.0964 -1.7163 1.9461 -0.68
C -6.3054 -1.5847 2.8048 -0.64
H 0.6972 -1.0421 0.4854 0.12
P 1.9567 1.5593 1.5367 0.53
H 7.3775 -0.3123 -2.2133 0.37
C 6.0656 -0.5320 -0.5307 -1.43
H 1.8664 1.6126 3.6712 0.44
H 2.7287 5.7692 0.2328 0.26
N 2.7944 4.6771 2.3017 0.23
H 5.2409 -3.9242 -9.3381 0.38
C 2.4213 -2.4303 -9.2513 -0.65
C 6.5464 -0.9468 -1.9120 -1.31
H -5.9928 -5.1104 7.9368 0.45
H 4.6768 -2.5547 -8.3678 0.32
H 2.4397 -0.2788 -1.9330 -1.74
H -0.3475 -0.3743 -1.9027 0.34
O -5.2233 -6.4918 6.5752 -0.37
C 4.4067 4.0372 -0.5672 -1.05
H -6.9657 -5.4479 6.4936 0.28
C 4.3763 3.0578 1.6128 1.01
C 1.9120 3.4810 -1.1116 -0.56
H 6.1615 1.5853 -0.0503 0.62
H 4.6112 -2.8712 -2.7554 0.42
Br 0.9011 2.0469 -1.8694 0.04
H 5.1193 1.2695 2.5428 0.29
H -5.8559 7.4132 -2.2813 0.33
C -3.9836 -6.5714 7.2600 -0.51
H -4.5881 -4.0313 3.5574 0.30
H 0.8753 3.2322 2.4709 0.38
H -6.6347 -7.6071 8.4652 0.30
C -4.0654 -7.4710 8.4731 -0.52
H -5.7527 -5.3445 3.8914 0.27
H -2.9199 9.3503 -1.0345 0.30
C -3.6867 10.0418 -0.6780 -0.70
C 5.4454 -0.9323 -2.9585 -0.71
C -0.2338 -1.3373 -1.4098 -0.89
H -4.4167 -2.5959 1.3806 0.43
H 3.3037 -0.9075 -4.3306 0.43
H 5.5912 2.7405 3.3392 0.49
C 1.4123 4.7218 -1.1258 0.63
H -6.1659 -8.5475 9.9080 0.32
O 1.4005 0.3727 0.8877 -0.84
H 2.1591 -5.7277 -6.2730 0.31
O -3.7877 7.2918 -2.3739 -0.29
H 2.8311 6.2833 -1.4291 0.28
O 3.2489 -3.5546 -9.4910 -0.38
H -2.6463 1.0695 3.1033 0.33
H -6.4984 -1.3985 1.7438 0.35
C 3.2627 3.0142 -0.6434 0.61
C -1.1074 0.0653 0.5061 -0.37
H -3.4368 11.0582 -1.0014 0.32
C 4.2987 -4.4919 -7.5112 -0.51
H -6.8635 -6.9251 10.0867 0.25
H -3.0692 -7.5495 8.9193 0.37
H 6.4091 2.2998 1.8573 0.45
O -4.9306 -6.9442 9.4660 -0.37
H -4.4093 5.6872 -1.2232 0.30
H -6.7120 -3.0928 4.2829 0.08
C -5.9505 -5.3118 6.8642 -0.82
H 1.7588 -4.8050 -7.7478 0.40
H 5.8765 -1.2113 -3.9169 0.48
H 1.2960 -0.3067 -3.2587 0.79
C -0.3179 -1.1528 0.1103 0.23
O 0.8362 2.6987 1.6724 -0.53
H -4.1839 9.8598 -3.0450 0.32
H -3.7052 10.0160 0.4104 0.25
H -0.7292 -2.0360 0.5899 0.34
C -5.3270 -4.7025 3.1129 -0.68
H 1.4378 6.7251 -0.4452 0.50
H -3.6388 -5.5743 7.5498 0.34
H -4.8293 -5.3299 2.3752 0.30
C 2.1499 5.9381 -0.6578 -1.30
H -4.3843 -8.4753 8.1781 0.33
H 4.1423 0.1773 1.0838 1.41
C 4.0881 0.8303 0.2167 -2.24
H 5.9401 3.9680 0.6153 0.46
O 4.8290 4.7064 -1.4919 -0.63
O -4.9197 -1.5008 3.0840 -0.39
O -4.9758 9.6778 -1.1367 -0.38
O -1.4977 -0.0678 1.8727 -0.26
H 2.6888 -2.5094 -3.8978 0.12
H -2.8555 6.4277 -0.7903 0.12
C 2.0827 -4.7252 -6.7078 -0.85
H -5.9487 9.7984 -2.9166 0.37
O -6.3542 -3.9882 2.4473 -0.40
H 0.9551 -2.8242 -2.4517 0.59
C 3.0606 -1.5671 -3.5040 -1.15
H -2.0151 0.1322 -0.1053 0.24
H 5.2989 1.1944 -1.4978 0.24
C 5.4585 2.2801 2.3677 -1.69
C -5.0171 9.3800 -2.5228 -0.47

---

Entry 3:
141
Properties=species:S:1:pos:R:3:lowdin_spin:R:1 method="wB97M-V/def2-TZVPD" e_homo_ha="-0.411 / -0.411" total_charge=+1 lumo_ev="-2.76 / -9.44" homo_lumo_gap_ev="8.410 / 1.731" multiplicity=2
N -2.5521 -0.7872 4.8449 0.00
H 3.9324 -1.7127 -5.9442 0.00
O -0.1759 7.1279 -3.9416 0.25
H -3.2807 -3.2200 1.0464 0.00
H -1.5302 -6.1096 -1.0184 0.00
N 2.4048 -3.6167 3.3701 0.00
C -4.9853 -0.4716 -2.7272 0.00
C 1.2979 2.7021 4.1092 0.00
H -4.0873 -1.0361 -2.9780 0.00
H -8.3650 -0.5060 -3.5049 0.00
H -0.1561 3.0829 -0.5108 0.00
C 2.0396 0.5717 -4.0972 0.00
H 4.4590 -1.8955 2.2533 0.00
H -1.9098 6.7307 -6.2647 0.00
C 2.8108 3.7152 -0.1122 0.00
H -0.4166 3.2638 -5.9278 0.00
O 0.8833 -2.7109 -5.0453 0.00
O -1.8454 1.6260 -2.3589 0.00
H 1.6880 -3.3996 1.4950 0.00
C 1.2420 -3.4760 2.4866 0.00
O 3.3920 3.2829 5.6792 0.00
H 4.1797 -3.1276 -0.3219 0.00
C -1.4799 -0.2739 -0.4063 0.00
C 3.0747 -1.1414 -5.5892 0.00
H -2.6895 -0.2682 5.7004 0.00
H 1.9846 1.4682 6.8773 0.00
C -2.0448 4.5831 -5.6290 0.01
O -2.0254 -3.4588 -1.8911 0.00
H 6.4321 -2.7125 -0.2362 0.00
H 0.6208 -4.3714 2.4651 0.00
H -4.7363 0.5816 -2.8574 0.00
H 2.1905 1.4641 -3.4897 0.00
H -1.5172 -3.2705 0.7492 0.00
C -1.7764 -2.0451 5.0483 0.00
H 3.1846 -4.0885 2.9350 0.00
H 0.2186 -1.0959 0.6664 0.00
C -2.6046 -5.9838 -0.8844 0.00
H -1.2127 -5.5805 1.5400 0.00
H -2.4953 -7.2445 0.8076 0.00
H -3.1335 -6.3890 -1.7471 0.00
H 4.3548 -0.1976 2.3380 0.00
H -3.8035 1.5212 4.3655 0.00
C 0.5903 0.7506 5.3906 0.00
C 3.9686 3.1181 0.6564 0.00
O -3.1298 1.9359 -0.1617 0.00
H -0.1190 1.1472 6.1170 0.00
H 4.7419 3.2966 -0.0906 0.00
C 0.5015 1.0626 0.2709 0.00
H -2.5561 -2.7798 5.2491 0.00
H -2.6101 4.7954 -4.7216 0.00
C -0.2499 4.3950 -4.0864 0.19
C -6.1407 -0.8034 -3.6734 0.00
C 4.3541 -2.0938 -0.6200 0.00
C 4.4844 -1.0081 1.6208 0.00
H 4.0172 -2.0961 -1.6567 0.00
H -4.2741 1.1208 2.6978 0.00
H 1.0716 0.9812 -0.6546 0.00
H -1.4158 2.6924 -4.6116 0.02
S -7.3499 -0.2911 -1.3025 0.00
H 1.5278 3.3150 3.2377 0.00
H -2.6413 1.4701 2.9286 0.00
H -0.8821 2.6285 0.9316 0.00
H 3.4248 -4.4021 5.9840 0.00
H 4.1276 3.5352 1.6508 0.00
H 2.3617 -0.9257 -6.3849 0.00
O -4.3751 -4.0481 -1.0474 0.00
O 1.3223 -2.5795 5.0918 0.00
C -1.0215 3.5927 -5.0829 0.04
C -2.2526 -5.2617 1.4691 0.00
H 4.1830 0.0518 -4.2176 0.00
O -8.1210 -1.4264 -0.8308 0.00
C -3.4893 1.0237 3.4480 0.00
H -1.0872 -0.7029 -1.3281 0.00
H -5.8314 -0.3820 -4.6299 0.00
N 2.1396 4.7053 0.4765 0.00
H -5.7149 -1.7896 -1.2761 0.00
H -6.2222 -1.8801 -3.8230 0.00
H 0.6681 3.9795 -3.6706 0.00
C -7.4153 -0.1157 -3.1388 0.00
C 2.3712 -3.0868 4.5991 0.00
H -7.3373 0.9411 -3.3939 0.00
H 0.5849 -0.7531 -3.0390 0.00
C 3.6425 -3.4988 5.4142 0.00
S 0.0806 6.0637 -4.9508 0.09
S 2.8993 2.1684 4.8855 0.00
H 0.0823 5.1844 0.0240 0.00
C 1.6350 -0.6854 -3.3231 0.00
C -1.3025 5.8356 -6.1305 0.11
H -0.8063 -0.1882 1.6231 0.00
H 0.8052 3.3560 4.8287 0.00
H 6.4067 -1.3309 -1.3298 0.00
C -2.4360 -3.8561 0.7822 0.00
C 5.8747 -1.8175 -0.5123 0.00
H 0.6935 0.7626 3.2900 0.00
H 4.5168 -3.7589 4.8175 0.00
H 1.2349 0.7221 -4.8170 0.00
H -0.6165 1.8557 3.9510 0.00
C 2.0368 0.9075 5.9440 0.00
H -0.7952 4.7893 -3.2289 0.01
H 2.7680 0.1240 6.1428 0.00
H 3.9694 2.0284 0.6307 0.00
H -0.7648 5.7010 -7.0691 0.00
S -1.9944 1.4716 -0.9169 0.00
H 0.6359 -2.5960 2.7020 0.00
S 6.1795 -0.7886 0.9513 0.00
H -2.7284 -5.2614 2.4497 0.00
H -2.6720 4.1079 -6.3833 0.01
O 6.2553 0.5513 0.4269 0.00
C 1.1176 5.4660 -0.1683 0.00
H 1.2531 6.5456 -0.1035 0.00
O 7.1808 -1.2773 1.8916 0.00
H -1.1279 -2.2598 4.1988 0.00
O 2.4461 3.2230 -1.1897 0.00
H 3.5121 1.0040 -5.5958 0.00
H 2.7124 -1.5437 0.8330 0.00
O 2.8729 -3.0099 -3.5500 0.00
H -1.1152 -1.9298 5.9072 0.00
O 3.7162 1.4994 3.8740 0.00
C 3.3285 0.2059 -4.8765 0.00
C -3.0594 -0.4048 3.6614 0.00
O -3.0783 -1.2226 2.7304 0.00
H 3.9151 -2.6161 5.9926 0.00
S 2.0557 -2.1482 -4.3679 0.00
H -5.0522 -0.3250 -0.4131 0.00
H -2.3374 -0.8772 -0.1084 0.00
H 0.3543 -0.3091 5.2939 0.00
S -2.9114 -4.1580 -0.9470 0.00
H 1.1414 5.2144 -1.2286 0.00
H 2.3171 -0.6449 -2.4739 0.00
O -7.5820 1.0623 -0.7558 0.00
O 1.3560 5.9755 -5.6648 0.25
H 1.3394 1.3275 0.9158 0.00
H -4.0706 -6.2833 0.6291 0.00
C -0.3771 -0.1842 0.6212 0.00
C -0.5210 2.1921 0.0003 0.00
C 0.3898 1.4555 4.0747 0.00
C -2.9861 -6.3136 0.5238 0.00
C 3.6422 -1.1839 0.3924 0.00
C -5.5163 -0.7187 -1.3174 0.00
H 3.4061 -0.2338 -0.0868 0.00
H 2.3074 4.9822 1.4332 0.00